Entry 1:
Entry from the OMol25 dataset: an isolated molecule of C13H15N5O in a non-equilibrium geometry (ωB97M-V/def2-TZVPD).

XYZ file:
```
34
Properties=species:S:1:pos:R:3:forces:R:3
H -1.6097 -2.9003 2.5933 0.388 0.039 -0.336
N -1.6789 -1.8932 2.6633 -0.069 0.293 -0.272
C -0.9577 -1.1745 1.8755 -1.564 0.767 1.899
C 0.0046 -1.8249 0.9499 1.642 1.372 -2.697
C 0.4308 -3.1584 1.2619 -0.324 -1.138 0.446
N 0.6392 -4.2661 1.5261 0.137 0.913 -0.361
N 0.4184 -1.2165 -0.1496 0.296 -0.928 0.159
N 1.2905 -1.7263 -1.0813 -1.263 -0.361 1.653
C 1.4379 -1.0407 -2.3066 -0.324 0.799 -0.306
C 2.2411 -1.5811 -3.3184 -0.247 -0.153 0.228
C 2.3378 -0.9156 -4.5357 0.303 0.315 -0.577
C 1.6899 0.3099 -4.7769 0.399 -0.710 0.745
C 0.9549 0.8798 -3.7437 0.418 -1.180 -0.180
C 0.8134 0.1926 -2.5324 0.002 0.894 -0.147
N -1.1386 0.2239 2.0268 1.003 0.069 -0.532
C -0.3404 1.2303 1.2768 -0.489 -0.306 -0.136
C -0.2108 2.5469 2.0048 -0.477 -0.541 1.274
O -1.4732 3.0889 2.4102 -0.417 -0.891 0.276
C -2.2001 2.1647 3.2799 1.309 -0.065 -0.188
C -2.3769 0.7505 2.6988 0.308 -0.325 -0.498
H 1.5121 -2.7331 -1.0966 -0.194 0.646 0.297
H 2.7659 -2.5271 -3.1307 -0.185 0.413 -0.231
H 2.9787 -1.3188 -5.3341 -0.376 0.038 0.493
H 1.8221 0.8156 -5.7189 -0.038 0.020 -0.138
H 0.4809 1.8280 -3.9122 -0.197 0.270 0.219
H 0.2541 0.7431 -1.7814 0.026 -0.647 0.204
H 0.6709 0.8754 1.0574 -0.270 -0.170 0.205
H -0.7910 1.4825 0.3120 -0.253 -0.331 -0.134
H 0.2817 3.2431 1.3498 -0.055 0.505 -0.289
H 0.4426 2.4156 2.8794 -0.148 0.035 0.128
H -1.6510 2.0603 4.2430 -0.093 0.210 -0.498
H -3.1819 2.5977 3.5137 0.346 -0.018 -0.331
H -2.6658 0.0975 3.5398 0.263 0.116 -0.569
H -3.1916 0.7303 1.9561 0.146 0.052 0.192
```
Forces are in eV/Å.

Here are the Mulliken charges for atoms 1 to 6, given in e:
1 H 0.220
2 N -0.731
3 C 0.435
4 C 0.809
5 C -0.248
6 N -0.421

Entry 2:
Entry from the OMol25 dataset: a structure of composition C13H15N7O3Ti in a non-equilibrium geometry (ωB97M-V/def2-TZVPD).

As for the charge: -1. The spin multiplicity is 2.

XYZ file:
```
39
Properties=species:S:1:pos:R:3:forces:R:3
Ti 1.2860 0.8354 -0.7540 5.905 -2.716 3.680
C 1.8562 -0.2434 4.3703 -1.312 2.916 2.542
C 2.5078 -0.3846 3.0911 4.559 -1.982 -1.751
O 3.5455 -1.0034 2.8700 -3.285 1.911 0.736
C -1.3892 2.3595 -0.0813 -0.531 2.758 -0.923
C -1.4829 1.0768 0.3407 2.901 0.428 -2.572
C -2.4103 0.5800 1.2449 -3.574 -1.957 2.794
N -0.3985 0.3543 -0.1898 -1.244 1.021 0.124
N -0.3888 -0.7433 -0.9781 -2.200 -2.195 0.384
C 0.1181 -0.6655 -2.1581 0.937 1.125 1.442
O 0.9452 0.2698 -2.5397 -0.396 1.809 -0.959
C -0.0120 -1.7590 -3.0229 -0.810 -0.401 -0.155
C 0.4535 -1.5947 -4.2922 0.227 -0.920 -1.376
C 0.4631 -2.7126 -5.0934 -0.054 -1.558 1.556
C 0.2007 -3.9732 -4.4600 -0.372 1.981 -1.236
C -0.4773 -4.0502 -3.2382 1.148 -2.205 -1.473
C -0.6357 -2.8923 -2.5446 -0.909 -0.297 1.131
H 2.0070 0.8090 4.9051 0.405 -1.878 -1.508
H 2.1514 -0.9750 5.1300 -0.305 -0.213 -0.301
H 0.7840 -0.1068 4.1769 0.019 -0.789 0.249
H -1.4762 2.7308 -1.0980 1.074 -1.164 -0.753
H -2.9184 -0.1775 0.6009 -0.391 0.175 0.508
H -3.2654 1.3405 1.5497 2.103 -1.480 -0.450
H -2.0274 -0.0853 2.0790 -0.223 0.941 -0.364
H 0.8699 -0.6888 -4.7092 -0.233 0.238 0.513
H 0.7599 -2.5488 -6.1010 0.424 -0.647 -0.750
H 0.4978 -4.8523 -4.9659 -0.079 -0.919 -0.576
H -0.6806 -5.1213 -2.9522 -0.261 1.586 0.333
H -1.2059 -2.8225 -1.6037 0.723 -0.102 -0.478
N -0.6906 3.1341 4.0440 -1.327 -0.196 -1.798
N -0.0626 3.2631 2.7674 2.332 -2.773 0.035
N -0.8028 3.7360 1.8603 -2.455 3.788 1.800
C -0.4109 3.3469 0.6311 -1.263 -1.180 0.494
N 0.7548 2.4984 0.9118 1.960 -0.407 -1.905
N 0.7389 2.1375 2.1103 0.036 0.726 2.658
H -1.5349 2.6091 3.7665 -0.098 0.400 0.639
H -0.1733 2.5004 4.6009 1.152 -0.633 0.458
H -0.1705 4.1546 -0.0073 0.162 0.641 -1.284
O 2.6743 -0.3357 -0.2613 -4.745 4.167 -1.464
```
Forces are in eV/Å.

Here are the Mulliken charges for atoms 1 to 6, given in e:
1 Ti 0.954
2 C -0.754
3 C 0.469
4 O -0.432
5 C -1.151
6 C 0.624

Entry 3:
Entry from the OMol25 dataset: a structure of composition C13H16 in a non-equilibrium geometry (ωB97M-V/def2-TZVPD).

XYZ file:
```
29
Properties=species:S:1:pos:R:3:forces:R:3
C -2.7877 0.5579 -2.7907 -3.763 -0.551 -0.988
C -1.5582 1.0891 -2.9959 -0.340 -0.596 1.147
C -3.1428 -0.0699 -1.6143 1.277 -0.205 0.188
C -0.6026 1.0366 -1.9771 -1.019 0.282 -1.662
C -2.1929 -0.2614 -0.6608 0.924 -0.494 2.350
C -0.9332 0.2933 -0.8250 1.585 0.955 -0.837
C 1.2646 0.5525 0.8758 -0.291 -2.556 -2.193
C 2.0038 -0.3244 -0.1170 -4.269 -1.552 0.620
C 0.0616 -0.0128 0.1418 3.932 -0.293 0.202
C 0.1878 -0.3235 1.5517 1.356 2.170 1.591
C 2.5021 0.1109 -1.4067 0.632 -0.999 -1.671
C -0.7126 0.5177 2.5080 3.235 2.993 -0.175
C 0.7735 -1.5441 2.1804 -3.485 -2.841 -1.434
H -3.6492 0.6177 -3.5526 1.769 0.026 0.869
H -1.4853 1.4251 -3.9823 1.180 1.157 -1.144
H -4.0257 -0.5806 -1.4539 -2.131 -0.509 -0.089
H 0.2780 1.5915 -2.3025 0.263 -0.531 1.193
H -2.2785 -0.8086 0.3473 -0.524 0.636 -1.887
H 1.6652 1.4988 1.0477 -0.180 1.713 0.658
H 2.1331 -1.4334 -0.0679 -0.124 1.197 0.991
H 3.4996 0.4119 -1.3194 1.939 0.657 0.341
H 2.0340 0.9098 -1.8811 -1.055 1.532 -0.376
H 2.5788 -0.6536 -2.2194 -0.446 0.029 0.931
H -1.0994 1.4543 2.0305 0.140 -0.999 0.050
H -0.1992 0.9435 3.4611 -0.213 -0.983 -1.606
H -1.4634 -0.0364 2.8885 -2.843 -1.902 0.960
H 1.3110 -2.2137 1.4851 -0.264 0.503 0.455
H -0.0996 -2.1570 2.5896 1.016 0.391 -0.472
H 1.3358 -1.3212 3.0050 1.698 0.770 1.986
```
Forces are in eV/Å.

Here are the Mulliken charges for atoms 1 to 6, given in e:
1 C -0.202
2 C -0.756
3 C -0.744
4 C -0.390
5 C -0.251
6 C 0.999

In order of appearance, ΔE to the lowest compared entry with this formula, charge and spin = 169.07 0.00 370.73 kJ/mol.